The following is a DFT calculation (ωB97M-V/def2-TZVPD) of a structure of composition C30H30AsN4O6Tl.

Geometry (Å):
Tl: 0.879 -0.768 0.022
As: -0.465 0.871 -3.429
O: 0.998 0.536 -2.758
O: 0.649 -2.349 1.778
O: -5.237 -3.113 -0.458
O: 0.268 -2.869 3.927
O: -3.363 -2.382 -1.214
O: 3.051 0.022 0.060
N: -0.987 0.191 0.071
N: 1.302 0.544 2.228
N: 1.602 2.407 3.340
N: -4.040 -2.875 -0.339
C: 2.063 1.611 2.332
C: 0.921 -4.493 -0.546
C: -2.009 -0.130 -2.876
C: -0.372 0.519 -5.340
C: 4.997 3.554 0.999
C: -1.502 -3.139 2.387
C: -0.027 3.791 0.090
C: 4.695 1.612 -0.388
C: 0.478 1.808 3.871
C: 1.978 -2.594 -1.211
C: -0.060 -2.736 2.740
C: 3.923 3.134 1.760
C: 0.033 -3.802 -1.406
C: 3.208 1.963 1.491
C: -0.995 1.518 0.133
C: 0.115 2.421 0.005
C: -2.262 2.181 0.315
C: 2.101 -3.773 -0.433
C: -2.383 3.553 0.378
C: -2.222 -3.892 3.307
C: 5.374 2.769 -0.094
C: -3.519 -4.314 3.042
C: -2.097 -2.791 1.178
C: -3.394 -3.216 0.940
C: 3.594 1.140 0.386
C: 0.669 -2.644 -1.834
C: -4.124 -3.973 1.845
C: -1.272 4.397 0.276
C: -0.963 2.732 -3.340
C: 0.318 0.654 3.175
H: -4.061 -4.908 3.768
H: 2.781 -1.936 -1.516
H: -0.097 3.320 -3.644
H: -1.272 0.862 -5.851
H: 0.863 4.406 -0.014
H: 1.933 3.326 3.558
H: 0.504 1.030 -5.737
H: -0.252 -0.554 -5.483
H: 2.941 -4.021 0.199
H: -1.805 2.923 -4.007
H: -3.138 1.548 0.414
H: -1.728 -4.127 4.240
H: -2.150 0.023 -1.804
H: 4.969 1.001 -1.239
H: 0.341 -1.944 -2.588
H: -1.226 2.987 -2.314
H: 1.091 2.005 -0.215
H: 0.686 -5.399 0.000
H: -5.130 -4.276 1.599
H: -1.836 -1.192 -3.049
H: -1.580 -2.176 0.452
H: 6.206 3.076 -0.721
H: -0.087 2.255 4.670
H: -0.445 -0.098 3.275
H: 5.523 4.468 1.243
H: -1.373 5.474 0.336
H: -0.982 -4.092 -1.644
H: 3.636 3.749 2.608
H: -2.862 0.212 -3.465
H: -3.371 3.984 0.518

* ΔE to the lowest compared entry with this formula, charge and spin: 65.81 kcal/mol
* orbital gap: 5.38 eV
* multiplicity: 1
* LUMO level: 4.465 eV
* charge: -2

***

The following is a DFT calculation (ωB97M-V/def2-TZVPD) of an isolated molecule of C5H7NO at a distorted geometry.

Geometry (Å):
O: -1.685 2.495 1.309
N: -0.142 -0.417 -0.288
C: 0.564 2.279 0.208
C: 1.198 -0.868 -0.693
C: -0.737 2.073 0.705
C: -1.008 -1.353 0.358
C: -0.243 0.841 0.078
H: 1.093 2.920 -0.408
H: -0.546 -2.336 0.205
H: 1.146 -1.584 -1.544
H: -2.021 -1.380 -0.321
H: 1.576 -1.376 0.123
H: 1.913 -0.117 -1.120
H: -1.108 -1.176 1.389

* SMILES string: CN(C)c1cc1=O
* ΔE to the lowest compared entry with this formula, charge and spin: 108.68 kcal/mol
* orbital gap: 9.07 eV
* multiplicity: 1
* LUMO level: 0.622 eV

***

The following is a DFT calculation (ωB97M-V/def2-TZVPD) of a structure of composition C19H27NOP2Ru at a distorted geometry.

Geometry (Å):
Ru: -0.135 0.499 1.789
P: 1.970 0.614 1.187
P: -1.427 1.794 0.559
O: -0.178 1.670 3.866
N: -0.127 -0.653 -0.796
C: 3.012 -0.586 2.103
C: 0.640 -2.775 -1.745
C: -3.125 1.756 1.213
C: -1.768 1.669 -1.257
C: -3.604 0.030 -1.921
C: 2.590 0.296 -0.546
C: -1.703 -2.079 -2.029
C: -2.254 0.296 -1.628
C: 2.313 -1.112 -0.997
C: -0.700 -3.063 -2.041
C: 2.772 2.225 1.540
C: 1.659 -3.760 -1.743
C: -3.082 -2.302 -2.304
C: -0.957 3.548 0.663
C: 3.291 -2.121 -1.026
C: 0.953 -1.461 -1.249
C: -4.012 -1.274 -2.232
C: -1.327 -0.780 -1.549
C: 2.958 -3.436 -1.381
H: -3.362 -3.326 -2.583
H: -3.742 2.578 0.849
H: -0.757 1.836 -1.668
H: 4.100 -0.473 1.960
H: -4.345 0.839 -1.863
H: -2.488 2.435 -1.580
H: 2.691 -1.582 1.773
H: -1.746 4.189 0.248
H: -0.320 -0.913 2.613
H: 4.315 -1.883 -0.711
H: 1.943 0.987 -1.094
H: -3.021 1.776 2.314
H: -0.299 -0.457 0.357
H: 3.730 -4.199 -1.395
H: -0.794 3.763 1.728
H: -0.986 -4.087 -2.241
H: 2.762 -0.488 3.165
H: 3.651 0.565 -0.685
H: 2.272 3.008 0.951
H: 0.284 1.265 4.619
H: -3.544 0.783 0.918
H: -0.850 2.278 4.263
H: 2.590 2.427 2.599
H: 1.374 -4.774 -2.037
H: -5.063 -1.478 -2.436
H: -0.011 3.693 0.121
H: 3.858 2.244 1.337

* orbital gap (spin up / spin down): 3.72 / 4.43 eV
* multiplicity: 5
* LUMO level (spin up / spin down): -8.558 / -9.874 eV
* charge: +2